C31H55BrNP3Ru as an isolated structure at a distorted geometry, computed with ωB97M-V/def2-TZVPD.

```
92
Properties=species:S:1:pos:R:3
N -5.162 3.866 -6.176
C -4.992 4.292 -4.924
C -4.115 3.649 -4.038
C -3.417 2.479 -4.472
C -3.551 2.118 -5.830
C -4.478 2.828 -6.624
C -2.694 1.702 -3.473
Ru -0.635 -0.251 -3.469
P 3.842 -0.499 -2.020
C -1.254 1.591 -3.393
C -0.746 1.261 -2.014
C 0.359 2.094 -1.512
C 0.600 2.349 -0.195
C -0.091 1.520 0.900
C -1.375 0.975 0.353
C -1.688 0.907 -0.965
Br 1.045 -0.067 1.244
H -3.266 1.662 -2.505
H -0.581 2.270 -3.982
H -4.035 4.031 -3.027
H -3.047 1.248 -6.209
H -5.567 5.153 -4.609
H -4.651 2.510 -7.647
H 0.924 2.563 -2.348
H -2.710 0.609 -1.244
H 1.268 3.153 0.133
H -2.102 0.560 1.053
P -0.932 -1.839 -1.944
C 3.116 1.060 -1.438
C 4.144 2.088 -0.953
H 2.435 0.748 -0.633
H 2.513 1.499 -2.237
H 3.654 2.902 -0.397
H 4.899 1.633 -0.295
H 4.667 2.550 -1.805
C 3.316 -1.266 -3.563
C 4.442 -2.120 -4.196
H 3.043 -0.445 -4.248
H 2.421 -1.876 -3.406
H 4.208 -2.356 -5.245
H 5.395 -1.578 -4.178
H 4.585 -3.071 -3.667
C 3.720 -1.689 -0.629
C 4.746 -1.586 0.519
H 3.780 -2.697 -1.072
H 2.707 -1.551 -0.218
H 4.584 -2.404 1.232
H 5.775 -1.689 0.158
H 4.651 -0.656 1.092
C -0.980 -2.531 -0.263
C -1.396 -3.996 -0.183
H -1.671 -1.939 0.352
H 0.006 -2.379 0.200
H -2.477 -4.083 -0.306
H -0.931 -4.612 -0.953
H -1.125 -4.423 0.788
C 0.097 -2.854 -3.086
C 0.174 -2.389 -4.568
H -0.386 -3.833 -2.975
H 1.096 -2.961 -2.635
H -0.439 -3.042 -5.201
H -0.113 -1.329 -4.846
H 1.227 -2.455 -4.890
C -2.625 -1.813 -2.693
C -3.857 -1.769 -1.760
H -2.606 -2.702 -3.338
H -2.569 -0.881 -3.340
H -4.741 -1.505 -2.365
H -4.056 -2.762 -1.328
H -3.780 -1.036 -0.931
C 2.270 2.817 2.659
C 1.139 2.096 3.360
P -0.475 2.269 2.537
C -1.425 1.026 3.435
C -2.475 1.472 4.442
C -1.079 3.920 2.202
C -1.592 4.556 3.498
H 2.463 2.362 1.674
H 3.172 2.686 3.275
H 2.038 3.884 2.522
H 1.351 1.014 3.374
H 0.948 2.399 4.398
H -1.889 0.313 2.746
H -0.639 0.452 3.948
H -3.177 2.220 4.054
H -3.050 0.571 4.679
H -2.011 1.831 5.369
H -0.258 4.513 1.746
H -1.888 3.907 1.444
H -0.955 4.317 4.363
H -1.612 5.644 3.386
H -2.623 4.238 3.698
```

Calculated values
E_HOMO (spin up / spin down) = -18.045 / -18.640 eV
multiplicity = 5
ΔE to the lowest compared entry with this formula, charge and spin = 1.2017 eV
strongest force on any atom = 4.04 eV Å⁻¹
LUMO (spin up / spin down) = -11.54 / -13.96 eV
charge = +4